1.
48
Properties=species:S:1:pos:R:3:lowdin_charge:R:1 method="wB97M-V/def2-TZVPD" e_lumo_ev=-2.90 de_lowest_ev=1.703 homo_lumo_gap_ev=7.9 energy_ev=-41819.5813 largest_force_ev_per_a=0.626 total_charge=+1
Pd -0.082 -0.678 0.111 0.6694
N -0.898 -2.332 -0.832 0.0067
C -0.149 -3.385 -1.489 -0.2216
C -0.803 -4.599 -1.651 -0.0285
C -0.183 -5.648 -2.298 -0.0644
C 1.095 -5.463 -2.802 -0.0600
C 1.741 -4.254 -2.634 -0.0172
C 1.155 -3.179 -1.954 -0.1001
C 1.911 -1.906 -1.751 -0.1504
C 3.204 -1.756 -2.279 -0.0235
C 3.948 -0.603 -2.121 -0.0674
C 3.427 0.477 -1.422 -0.0787
C 2.157 0.363 -0.884 -0.1285
C 1.438 -0.819 -1.023 -0.2018
H -1.532 -2.741 -0.150 0.0899
H -1.497 -1.841 -1.503 0.1027
H -1.810 -4.716 -1.267 0.1182
H -0.692 -6.595 -2.415 0.1126
H 1.598 -6.265 -3.324 0.1132
H 2.737 -4.157 -3.036 0.1009
H 3.650 -2.565 -2.838 0.1009
H 4.937 -0.547 -2.554 0.1119
H 3.993 1.392 -1.306 0.1094
H 1.715 1.200 -0.343 0.0878
N 0.690 1.012 2.599 0.1167
C -0.552 0.502 2.578 -0.9114
S -0.826 -1.177 2.503 0.6234
N -1.585 1.360 2.622 0.0494
C -1.538 2.780 2.707 -0.2477
C -2.348 3.519 1.851 -0.0362
C -2.352 4.903 1.924 -0.0634
C -1.534 5.554 2.838 -0.0658
C -0.738 4.813 3.698 -0.0567
C -0.748 3.425 3.649 -0.0392
H 1.457 0.370 2.714 0.1090
H 0.856 2.001 2.702 0.0971
H -2.489 0.918 2.554 0.1310
H -2.988 3.005 1.142 0.1072
H -2.992 5.473 1.265 0.1129
H -1.530 6.634 2.891 0.1127
H -0.121 5.311 4.433 0.1148
H -0.180 2.855 4.375 0.1232
N -2.395 0.623 -1.336 -0.0602
N -1.199 1.340 -0.954 -0.0856
H -2.924 1.151 -2.026 0.0788
H -2.980 0.543 -0.510 0.0620
H -1.415 2.292 -0.662 0.0665
H -0.630 1.410 -1.792 0.0802

---

2.
50
Properties=species:S:1:pos:R:3:lowdin_charge:R:1 method="wB97M-V/def2-TZVPD" e_lumo_ev=0.43 de_lowest_ev=1.713 homo_lumo_gap_ev=8.5 energy_ev=-35142.1104 largest_force_ev_per_a=3.437 total_charge=0
O 1.466 0.976 2.895 0.0543
O -9.772 -1.300 2.946 0.0485
N 3.147 0.133 -0.853 0.1027
N -6.744 -1.381 0.215 0.1128
O 4.129 0.023 -1.903 0.0347
C 1.798 0.852 1.721 -0.4814
C -9.106 -1.368 1.952 -0.4818
C 3.729 0.540 0.264 -0.3080
C -6.844 -0.691 1.321 -0.3639
C -5.621 -0.063 1.690 0.0233
C 5.101 0.702 0.024 0.0464
C -4.709 -0.432 0.754 -0.2092
C 5.318 0.319 -1.291 -0.1924
C -2.677 0.634 1.719 0.0132
C -2.482 -0.507 -0.393 -0.0222
C -1.292 0.915 1.703 -0.0013
C -1.118 -0.222 -0.352 -0.0219
C -3.298 -0.061 0.645 -0.1581
C -0.515 0.451 0.683 -0.2479
N -5.398 -1.290 -0.081 0.0310
N 3.126 0.907 1.442 0.1667
N -7.931 -0.689 2.126 0.1263
N 0.893 0.591 0.669 0.1528
C -9.806 -1.728 0.618 0.0040
C 7.385 1.694 -1.510 -0.0461
C 6.451 0.476 -3.528 -0.0417
C 7.526 -0.754 -1.669 -0.0434
C 6.643 0.443 -1.997 -0.5395
H -5.492 0.548 2.590 0.1144
H 5.839 1.011 0.721 0.1108
H -3.258 1.004 2.532 0.0959
H -2.891 -1.047 -1.240 0.1070
H -0.837 1.487 2.524 0.1172
H -0.500 -0.486 -1.220 0.1231
H -4.947 -1.776 -0.827 0.1320
H 3.731 1.198 2.209 0.1739
H -7.780 -0.321 3.070 0.1663
H 1.360 0.262 -0.175 0.0852
H -9.256 -2.512 0.097 0.0624
H -10.811 -2.090 0.775 0.0723
H -9.818 -0.826 -0.009 0.0877
H 6.689 2.517 -1.560 0.0872
H 8.176 1.962 -2.200 0.0848
H 7.825 1.603 -0.504 0.0922
H 5.837 1.326 -3.820 0.0887
H 6.080 -0.512 -3.885 0.0997
H 7.385 0.611 -4.080 0.0855
H 7.099 -1.673 -2.070 0.0946
H 8.502 -0.658 -2.118 0.0879
H 7.673 -0.796 -0.620 0.0735

---

3.
45
Properties=species:S:1:pos:R:3:lowdin_charge:R:1 method="wB97M-V/def2-TZVPD" e_lumo_ev=-3.02 de_lowest_ev=0.000 homo_lumo_gap_ev=8.1 energy_ev=-27685.5058 largest_force_ev_per_a=2.556 total_charge=+1
C -2.204 0.023 2.430 0.0764
C -0.744 -0.077 2.277 -0.2427
N -0.048 -1.181 1.968 0.0577
C 1.387 -0.911 2.101 -0.0655
C 1.399 0.584 2.245 -0.0529
O 0.004 0.991 2.425 0.0900
H -2.633 -0.929 2.762 0.0942
H -2.423 0.809 3.162 0.1174
H -2.666 0.294 1.469 0.1314
H 1.796 -1.420 2.987 0.1337
H 1.945 -1.249 1.216 0.1528
H 1.974 0.911 3.117 0.1447
H 1.782 1.060 1.337 0.1425
C -4.547 -2.364 -3.405 -0.0492
O -4.770 -2.510 -1.989 -0.0850
C -3.728 -2.522 -1.114 -0.2534
C -4.043 -2.835 0.231 0.0162
C -3.034 -2.955 1.168 -0.0379
C -1.726 -2.547 0.854 -0.2273
C -0.617 -2.515 1.897 -0.1887
C 0.479 -3.562 1.715 -0.1917
C 1.295 -3.880 2.815 -0.0580
C 2.458 -4.604 2.650 0.0153
C 2.850 -5.008 1.348 -0.2571
O 4.155 -5.347 1.169 -0.0786
C 4.654 -5.557 -0.166 -0.0519
C 1.908 -4.926 0.302 0.0053
C 0.712 -4.233 0.512 -0.0118
C -1.431 -2.154 -0.450 -0.0525
C -2.391 -2.218 -1.460 0.0085
H -5.555 -2.282 -3.813 0.0977
H -3.970 -1.460 -3.641 0.0905
H -4.041 -3.248 -3.816 0.1019
H -5.088 -3.013 0.492 0.1295
H -3.265 -3.329 2.174 0.1294
H -1.087 -2.728 2.869 0.1582
H 1.005 -3.536 3.811 0.1271
H 3.128 -4.801 3.483 0.1268
H 5.718 -5.733 -0.028 0.0962
H 4.184 -6.433 -0.629 0.0966
H 4.499 -4.676 -0.801 0.0973
H 2.131 -5.339 -0.682 0.1130
H -0.033 -4.200 -0.284 0.1150
H -0.416 -1.820 -0.684 0.1272
H -2.094 -2.022 -2.491 0.1115

---

4.
46
Properties=species:S:1:pos:R:3:lowdin_charge:R:1 method="wB97M-V/def2-TZVPD" e_lumo_ev=0.70 de_lowest_ev=0.954 homo_lumo_gap_ev=8.8 energy_ev=-39083.4171 largest_force_ev_per_a=2.335 total_charge=0
C 2.883 -0.023 -2.673 -0.0638
O 1.644 0.325 -2.029 -0.1676
C 0.863 -0.795 -1.605 -0.2945
C -0.604 -0.476 -1.835 -0.2006
C -1.575 -1.492 -1.912 -0.0714
C -2.913 -1.174 -2.117 -0.0365
C -3.300 0.150 -2.343 -0.2854
C -4.726 0.481 -2.655 -0.0585
C -2.330 1.147 -2.305 -0.0376
C -1.006 0.849 -2.005 -0.0162
H 3.453 0.905 -2.811 0.0905
H 3.478 -0.722 -2.060 0.0976
H 2.687 -0.489 -3.654 0.0965
H 1.138 -1.725 -2.146 0.1644
H -1.277 -2.534 -1.783 0.1143
H -3.666 -1.961 -2.106 0.1173
H -4.841 1.565 -2.729 0.0731
H -5.037 0.036 -3.608 0.0842
H -5.402 0.108 -1.879 0.0830
H -2.620 2.182 -2.502 0.1125
H -0.267 1.640 -1.885 0.1216
C 5.045 1.308 1.291 -0.0655
C 3.772 1.381 0.489 -0.1936
O 3.082 0.096 0.564 -0.0059
C 1.733 0.129 0.527 -0.4559
C 1.146 -1.101 -0.139 -0.2015
S -0.377 -1.803 0.789 1.0357
C -0.821 -0.853 2.209 -0.3717
C -1.393 0.425 2.079 -0.0801
C -2.059 1.007 3.160 -0.0715
C -2.134 0.333 4.384 -0.0853
C -1.504 -0.903 4.534 -0.0806
C -0.838 -1.492 3.457 -0.0692
O -0.004 -3.169 1.253 -0.5043
O 1.051 1.072 0.891 0.1009
H 5.709 2.112 0.971 0.0789
H 4.831 1.464 2.350 0.0807
H 5.571 0.358 1.174 0.0818
H 3.092 2.147 0.867 0.1208
H 3.972 1.557 -0.572 0.1109
H 1.867 -1.924 -0.067 0.1313
H -1.288 0.955 1.135 0.1022
H -2.508 1.991 3.026 0.1058
H -2.676 0.785 5.217 0.1031
H -1.527 -1.425 5.490 0.1044
H -0.326 -2.446 3.560 0.1053